{
  "formula": "C11H19N2O2",
  "method": "wB97M-V/def2-TZVPD",
  "e_lumo_ha": [-0.104, -0.110],
  "spin_multiplicity": 1,
  "total_charge": 1,
  "orbital_gap_ev": [8.83, 7.97],
  "de_lowest_ev": 6.3862,
  "energy_ev": -18778.7812,
  "mol_weight_g_mol": 211.28,
  "symbols": ["C", "C", "C", "C", "C", "C", "C", "C", "C", "C", "C", "N", "N", "O", "O", "H", "H", "H", "H", "H", "H", "H", "H", "H", "H", "H", "H", "H", "H", "H", "H", "H", "H", "H"],
  "xyz": [[2.6800, -0.1854, 0.4781], [-2.1375, 0.0872, 0.7279], [-2.0383, -2.0117, -0.2973], [2.1996, 1.4806, -1.1153], [2.4013, 1.3480, 0.4411], [-1.0707, 0.1740, -0.3866], [1.5101, -0.6566, -0.3905], [-1.7891, -1.3057, 1.0394], [0.1680, -0.4198, 0.3191], [1.1222, 1.7229, 2.4390], [-2.3087, -0.5771, -2.3492], [1.1764, 1.5995, 1.0036], [-1.4863, -0.9653, -1.2654], [1.4993, 0.2091, -1.4670], [-0.3908, -1.3629, 1.2115], [3.7477, -0.4965, 0.2020], [2.5941, -0.5763, 1.4596], [-1.8609, 0.8439, 1.5150], [-3.0886, 0.4787, 0.2569], [-1.3615, -2.9712, -0.2310], [-3.0812, -2.2617, -0.4351], [1.5104, 2.2566, -1.5748], [3.1107, 1.4644, -1.6772], [3.2546, 1.8084, 0.8257], [-0.9361, 1.0720, -0.9936], [1.6291, -1.7374, -0.6458], [-2.3025, -1.7360, 1.9301], [1.1941, 2.8365, 2.7352], [0.1866, 1.2641, 2.7766], [2.0013, 1.2746, 2.9341], [-3.2952, -0.0559, -1.9219], [-1.7033, 0.0828, -3.1429], [-2.6387, -1.4393, -2.8017], [-0.4963, -1.2443, -1.5996]],
  "atomic_forces_ev_per_a": [[1.120, -0.472, -0.102], [0.694, 4.213, -0.746], [1.745, -2.004, 1.178], [-1.189, -0.407, -0.307], [-0.395, -2.001, -3.460], [1.176, 0.259, 1.254], [-0.078, -0.650, 1.153], [-1.826, -1.566, 0.856], [0.009, 1.312, 0.869], [0.825, 1.011, 0.325], [-1.652, 3.860, -1.344], [-2.831, 0.061, 0.848], [3.273, -1.257, 0.410], [0.164, 0.570, -1.048], [1.624, 1.196, -0.266], [-1.633, 0.484, -0.426], [-0.333, -0.193, 1.228], [-0.307, -0.935, -0.568], [0.511, -1.339, 0.959], [-1.467, 1.804, -0.839], [-0.118, 0.133, -0.586], [0.965, -0.516, 1.284], [0.707, 0.102, -0.186], [1.254, 1.353, 0.785], [0.066, -0.193, 0.414], [-0.036, 0.631, -0.270], [0.500, 0.031, -0.832], [-0.517, -1.511, -0.490], [0.269, 0.357, 0.343], [-0.402, -0.229, 0.094], [2.360, -0.774, -1.072], [-1.522, -1.318, 2.030], [-0.777, -1.891, -1.441], [-2.177, -0.122, -0.048]],
  "nbo_charge": [-0.41, -0.47, -0.25, -0.06, -0.14, -0.12, -0.02, 0.05, 0.43, -0.45, -0.42, -0.36, -0.40, -0.56, -0.51, 0.24, 0.23, 0.27, 0.25, 0.26, 0.25, 0.21, 0.19, 0.24, 0.28, 0.22, 0.25, 0.23, 0.20, 0.18, 0.23, 0.26, 0.23, 0.47]
}

{
  "formula": "C4H9IrO3",
  "method": "wB97M-V/def2-TZVPD",
  "e_lumo_ha": [-0.197, -0.295],
  "spin_multiplicity": 6,
  "total_charge": 1,
  "orbital_gap_ev": [8.14, 5.69],
  "de_lowest_ev": 0.7313,
  "energy_ev": -13256.3595,
  "mol_weight_g_mol": 297.33,
  "symbols": ["C", "O", "H", "H", "H", "O", "C", "C", "O", "C", "Ir", "H", "H", "H", "H", "H", "H"],
  "xyz": [[2.0588, -0.0760, -2.1136], [1.2368, 0.7905, -1.4728], [2.7285, 0.4116, -2.8457], [2.6066, -0.7393, -1.4173], [1.3812, -0.7668, -2.6995], [-2.6074, 0.2915, 0.1953], [-1.8290, 1.2581, 0.8566], [-0.3341, 0.8855, 1.1631], [0.0803, -0.3407, 1.7956], [-0.1561, -1.6152, 1.1066], [-2.0103, -1.4576, 0.1178], [-2.2774, 1.3762, 1.8671], [-1.7526, 2.1893, 0.2601], [0.5538, 1.5639, 0.6110], [-0.2897, 0.3791, 0.2174], [-0.1118, -2.3692, 1.9091], [0.7224, -1.7808, 0.4491]],
  "atomic_forces_ev_per_a": [[0.185, -0.496, -0.433], [-0.105, -0.006, -0.036], [-0.233, -0.198, 0.236], [-0.079, 0.198, -0.199], [0.360, 0.448, 0.256], [-0.411, 1.013, -0.426], [1.123, 1.451, 3.212], [1.688, -1.129, -5.470], [-1.311, -0.638, 1.544], [1.378, 0.977, 1.176], [1.367, -1.191, 0.611], [-0.488, 0.526, -0.795], [-0.502, -0.496, 0.405], [-2.051, -1.028, 2.937], [0.201, 0.260, -2.305], [-0.332, 0.228, -0.365], [-0.790, 0.080, -0.348]],
  "nbo_charge": [-0.32, -0.31, 0.21, 0.19, 0.24, -0.59, -0.14, -0.19, -0.48, -0.36, 1.30, 0.24, 0.25, 0.31, 0.20, 0.24, 0.22]
}

{
  "formula": "C3H2F4",
  "method": "wB97M-V/def2-TZVPD",
  "e_lumo_ha": 0.032,
  "spin_multiplicity": 1,
  "total_charge": 0,
  "orbital_gap_ev": 11.36,
  "de_lowest_ev": 1.2186,
  "smiles": "F/C=C(\\F)C(F)F",
  "energy_ev": -14011.7466,
  "mol_weight_g_mol": 114.04,
  "symbols": ["C", "C", "C", "F", "F", "F", "F", "H", "H"],
  "xyz": [[1.5174, 0.1164, 0.6104], [0.3686, 0.6659, 0.5042], [-0.5921, 0.2585, -0.6949], [2.3909, 0.2971, 1.5929], [-0.1955, 1.4262, 1.4340], [-1.8204, -0.0273, -0.2618], [-0.0150, -0.8136, -1.2815], [1.7414, -0.7853, -0.0318], [-0.6858, 1.0560, -1.5348]],
  "atomic_forces_ev_per_a": [[2.637, -3.327, -0.710], [-3.922, 0.197, -1.305], [1.643, 2.368, -0.461], [-0.025, 0.375, 0.321], [0.014, 0.722, -0.040], [-0.213, -0.346, 0.288], [-0.415, -0.549, -0.233], [0.123, 1.613, 0.541], [0.158, -1.052, 1.600]],
  "nbo_charge": [0.16, 0.22, 0.54, -0.31, -0.30, -0.32, -0.34, 0.20, 0.14]
}

{
  "formula": "C21H40NOReS3Si2",
  "method": "wB97M-V/def2-TZVPD",
  "e_lumo_ha": [-0.103, -0.120],
  "spin_multiplicity": 2,
  "total_charge": 1,
  "orbital_gap_ev": [7.93, 7.09],
  "de_lowest_ev": 1.7237,
  "energy_ev": -76349.0025,
  "mol_weight_g_mol": 661.14,
  "symbols": ["Re", "C", "C", "S", "C", "C", "S", "C", "C", "S", "H", "H", "H", "H", "H", "H", "H", "H", "H", "H", "H", "H", "C", "Si", "C", "C", "C", "C", "C", "C", "C", "C", "N", "Si", "C", "C", "C", "H", "H", "H", "H", "H", "H", "H", "H", "H", "H", "H", "H", "H", "H", "H", "H", "H", "H", "H", "H", "H", "H", "C", "O", "C", "C", "H", "H", "H", "H", "H", "H"],
  "xyz": [[-0.3865, -0.0285, -0.5435], [3.0937, -1.8950, 3.3084], [1.8257, -1.7437, 4.1488], [0.3105, -2.0991, 3.2195], [-0.7108, -0.6488, 3.5479], [-0.1414, 0.7201, 3.2089], [0.2826, 1.0805, 1.4724], [2.0279, 1.5898, 1.5608], [3.0086, 0.7407, 2.3556], [3.1648, -0.9590, 1.7604], [3.2110, -2.9324, 2.9901], [3.9644, -1.6559, 3.9207], [1.7530, -0.7412, 4.5690], [1.8901, -2.4275, 4.9956], [-0.9958, -0.6311, 4.6016], [-1.6272, -0.8292, 2.9818], [0.7506, 0.9341, 3.7946], [-0.8769, 1.4758, 3.4872], [2.0459, 2.6079, 1.9537], [2.3242, 1.6415, 0.5116], [2.7391, 0.7200, 3.4104], [3.9795, 1.2356, 2.2997], [-4.3648, 2.3985, -1.3755], [-3.0605, 1.4412, -0.4432], [-3.5257, -0.3841, -0.4761], [-3.0624, 1.9944, 1.3418], [-1.3500, 1.6606, -1.3799], [-1.5581, 0.9619, -2.6913], [-1.9963, 1.3809, -3.9381], [-2.0317, 0.4541, -4.9724], [-1.6292, -0.8560, -4.7554], [-1.1893, -1.2113, -3.4944], [-1.1701, -0.3208, -2.5048], [-0.6589, 3.4182, -1.5714], [-1.9117, 4.6225, -2.2829], [0.7995, 3.3214, -2.7449], [-0.0713, 4.1981, 0.0252], [-5.3510, 2.0958, -1.0126], [-4.3363, 2.2060, -2.4493], [-4.2704, 3.4719, -1.2170], [-4.4779, -0.4900, 0.0525], [-2.8141, -1.0430, 0.0401], [-3.6585, -0.7636, -1.4901], [-4.1028, 2.0421, 1.6761], [-2.6219, 2.9800, 1.4889], [-2.5467, 1.2838, 1.9865], [-2.2984, 2.4042, -4.0982], [-2.3740, 0.7576, -5.9532], [-1.6486, -1.5906, -5.5469], [-0.8468, -2.2123, -3.2647], [-2.4340, 4.2802, -3.1755], [-1.3793, 5.5397, -2.5507], [-2.6642, 4.8996, -1.5430], [0.5147, 3.0093, -3.7519], [1.5563, 2.6235, -2.3773], [1.2713, 4.3038, -2.8255], [-0.7453, 4.0405, 0.8658], [0.0067, 5.2759, -0.1435], [0.9177, 3.8454, 0.3132], [2.4298, -0.2756, -2.5644], [2.0199, -1.4121, -1.7873], [1.0127, -1.2156, -0.9703], [0.6165, -2.4114, -0.1507], [3.4448, -0.4734, -2.8941], [2.3982, 0.6214, -1.9460], [1.7705, -0.1558, -3.4235], [0.3793, -3.2349, -0.8266], [-0.2836, -2.1948, 0.4558], [1.4000, -2.6945, 0.5493]],
  "atomic_forces_ev_per_a": [[-0.060, -0.712, 0.241], [-0.021, 0.007, 0.012], [0.037, 0.005, -0.035], [0.008, 0.003, 0.071], [0.019, 0.055, -0.019], [-0.032, -0.037, 0.018], [0.023, -0.002, 0.059], [0.018, 0.038, -0.028], [-0.013, -0.004, 0.031], [0.015, 0.031, 0.036], [-0.008, -0.003, -0.003], [0.002, 0.000, 0.009], [-0.009, -0.007, -0.003], [-0.004, -0.007, -0.002], [-0.015, 0.002, 0.000], [0.006, -0.010, -0.030], [0.012, -0.012, -0.028], [-0.005, -0.005, 0.021], [-0.026, 0.006, -0.002], [-0.004, 0.000, -0.004], [0.008, 0.004, -0.012], [0.006, 0.000, -0.010], [-0.081, -0.104, 0.009], [0.191, 0.376, -0.304], [0.045, -0.009, 0.028], [-0.028, 0.016, -0.019], [-0.263, 0.081, 0.042], [0.072, -0.112, 0.055], [-0.006, -0.063, -0.008], [-0.017, 0.051, 0.002], [-0.008, -0.035, -0.026], [-0.050, 0.018, 0.090], [0.053, 0.143, -0.065], [-0.038, -0.005, 0.003], [0.017, 0.027, 0.019], [0.032, -0.012, 0.016], [0.007, 0.002, -0.015], [0.007, 0.005, -0.013], [-0.001, 0.005, 0.010], [-0.003, -0.012, 0.000], [0.013, -0.003, 0.005], [-0.005, -0.019, 0.000], [-0.008, 0.002, 0.011], [0.012, 0.007, -0.002], [0.016, 0.019, 0.003], [0.007, -0.008, 0.026], [-0.003, 0.020, -0.013], [0.003, -0.001, 0.001], [-0.005, 0.009, -0.005], [0.012, 0.005, 0.013], [-0.018, 0.002, 0.003], [0.004, -0.014, -0.005], [0.007, 0.006, 0.004], [-0.001, -0.012, 0.013], [-0.019, 0.030, -0.007], [-0.006, -0.007, -0.017], [-0.021, -0.003, 0.015], [0.005, -0.014, 0.004], [0.045, -0.039, 0.032], [-0.046, -0.019, 0.000], [0.028, -0.001, 0.026], [0.146, 0.238, -0.132], [0.019, 0.048, -0.174], [-0.010, -0.023, -0.004], [0.022, -0.008, 0.009], [-0.022, 0.019, -0.001], [-0.025, -0.006, 0.013], [0.021, 0.023, 0.024], [-0.055, 0.026, 0.011]],
  "nbo_charge": [0.52, -0.54, -0.55, 0.21, -0.55, -0.53, 0.35, -0.52, -0.55, 0.20, 0.24, 0.23, 0.21, 0.24, 0.24, 0.24, 0.23, 0.24, 0.24, 0.24, 0.22, 0.24, -1.12, 1.66, -1.12, -1.12, -1.18, 0.26, -0.27, -0.12, -0.25, 0.07, -0.50, 1.71, -1.12, -1.12, -1.12, 0.25, 0.24, 0.25, 0.26, 0.23, 0.25, 0.25, 0.25, 0.22, 0.24, 0.24, 0.24, 0.21, 0.23, 0.25, 0.24, 0.24, 0.22, 0.25, 0.24, 0.25, 0.23, -0.25, -0.48, 0.32, -0.70, 0.22, 0.18, 0.19, 0.24, 0.24, 0.27]
}